# 1
This record from the OMol25 dataset describes a molecular structure, C34H35F4N4NiO2SSi in a non-equilibrium geometry. The level of theory is the ωB97M-V functional and the def2-TZVPD basis.

```
! RIJCOSX wB97M-V def2-TZVPD def2/J DEFGRID3
* xyz -2 2
Ni -0.271 -1.260 -0.934
S -1.491 -2.541 2.026
Si 2.633 -0.117 -2.147
F -3.165 -2.679 -3.723
F -2.942 -2.102 -1.659
F -0.173 -3.629 -2.261
F -4.478 -1.210 -2.861
O -1.146 -0.287 -2.635
O -2.549 0.126 -4.345
N -1.012 0.345 0.519
N 1.501 -1.381 -2.238
N -1.496 1.422 2.520
N 0.425 0.142 2.373
C 4.424 -0.775 -2.003
C -0.380 -2.254 0.840
C -2.290 0.768 0.087
C -1.951 3.259 5.652
C -4.804 1.584 -0.815
C -2.177 -0.462 -3.333
C 1.234 -4.010 -5.555
C -3.454 0.156 0.562
C -1.077 0.766 4.839
C -1.486 1.699 3.877
C -2.430 3.959 3.281
C -0.711 0.564 1.756
C -2.391 1.828 -0.827
C 2.673 1.155 -3.583
C -1.152 2.507 -1.337
C 3.608 -1.672 2.077
C 2.331 0.917 -0.589
C 2.007 -2.739 0.642
C -4.700 0.551 0.103
C 1.352 -0.838 1.989
C 2.238 -2.104 -4.468
C 0.982 -1.893 1.113
C 3.290 -2.643 1.131
C 0.458 -4.217 -4.418
C 0.581 -3.367 -3.349
C 2.651 -0.753 2.490
C -3.188 -1.620 -2.879
C -1.497 2.351 6.601
C -1.072 1.097 6.181
C 2.130 -2.954 -5.553
C 1.439 -2.229 -3.298
C 3.035 0.344 3.453
C -3.653 2.213 -1.265
C -1.951 2.963 4.301
H -0.804 -0.232 4.520
H 4.050 -3.341 0.798
H -2.200 1.888 1.968
H -1.651 4.165 2.543
H 0.678 0.687 3.178
H 2.629 1.960 -0.734
H 4.086 0.244 3.722
H 4.762 -1.281 -2.911
H -0.494 1.754 -1.770
H -3.305 3.587 2.740
H 2.896 1.330 2.998
H 5.126 0.038 -1.790
H -5.589 0.043 0.456
H -2.316 4.228 5.978
H -0.244 -5.040 -4.370
H -0.751 0.363 6.910
H 2.764 -2.787 -6.419
H -1.494 2.611 7.652
H 2.993 0.709 -4.527
H 3.349 1.987 -3.364
H -5.773 1.899 -1.183
H 2.447 0.310 4.376
H 4.615 -1.607 2.476
H -2.706 4.897 3.762
H 2.897 0.508 0.249
H 1.672 1.562 -3.741
H 2.950 -1.290 -4.504
H -0.610 3.010 -0.530
H -1.407 3.238 -2.104
H -3.732 3.021 -1.983
H 1.729 -3.514 -0.058
H -3.359 -0.666 1.258
H 4.480 -1.492 -1.182
H 1.271 0.886 -0.328
H 1.134 -4.656 -6.418
*
```

HOMO level (spin up / spin down), Eh: -0.0235 / -0.0156
⟨S²⟩: 0.7754
ΔE to the lowest compared entry with this formula, charge and spin, eV: 0.4945

---

# 2
This record from the OMol25 dataset describes a single C23H29NO8 molecule. The level of theory is the ωB97M-V functional and the def2-TZVPD basis.

```
! RIJCOSX wB97M-V def2-TZVPD def2/J DEFGRID3
* xyz 0 1
O 5.032 -1.247 -0.704
O -4.365 0.010 1.828
O -3.000 -0.061 -2.794
O -5.040 -0.117 -1.028
O -0.158 -2.237 1.841
O 0.861 3.834 0.163
O -0.450 2.703 1.597
O 1.262 -3.357 0.506
N 2.510 0.257 -1.150
C 4.780 0.146 1.180
C 2.086 -0.919 -0.595
C 1.957 1.418 -0.692
C -3.736 -0.064 -0.560
C -0.575 -3.470 2.398
C 1.120 -0.991 0.339
C -1.018 3.929 2.021
C -3.464 0.008 0.809
C 0.481 2.783 0.634
C 5.153 1.025 -0.014
C -5.753 -0.073 1.590
C 5.224 -1.234 0.699
C 4.992 0.075 -1.213
C -2.660 -0.022 -1.470
C -1.979 0.054 -3.752
C 0.773 -2.310 0.872
C -1.356 0.059 -1.015
C -2.138 0.103 1.241
C 0.980 1.465 0.234
C 3.673 0.273 -1.998
C 0.347 0.220 0.814
C -5.391 -1.287 -1.738
C -1.092 0.122 0.348
H 6.288 -1.398 0.921
H 2.592 -1.815 -0.924
H 3.704 0.163 1.352
H -0.531 0.085 -1.707
H -1.419 -3.241 3.043
H -2.482 0.046 -4.718
H -5.226 -2.184 -1.128
H 4.524 1.907 -0.098
H 3.598 -0.543 -2.722
H -6.453 -1.189 -1.959
H -4.830 -1.380 -2.670
H -6.214 0.030 2.573
H -6.034 -1.039 1.163
H 5.814 0.199 -1.933
H -0.285 4.517 2.578
H 6.193 1.344 0.065
H 4.640 -2.052 1.123
H 3.713 1.224 -2.533
H -1.962 0.157 2.302
H -1.281 -0.789 -3.701
H 2.334 2.340 -1.111
H 0.236 -3.923 2.974
H -6.100 0.726 0.934
H 0.347 0.268 1.908
H -1.861 3.669 2.657
H -0.870 -4.164 1.608
H 5.286 0.444 2.095
H -1.352 4.511 1.159
H -1.426 0.992 -3.640
*
```

HOMO level, Eh: -0.2925
Structure (SMILES): COC(=O)C1=CN(C[C@H]2CCCO2)C=C(C(=O)OC)C1c1cc(OC)c(OC)c(OC)c1
ΔE to the lowest compared entry with this formula, charge and spin, eV: 0.0000

---

# 3
This record from the OMol25 dataset describes a single C4H9N3O molecule in a non-equilibrium geometry. The level of theory is the ωB97M-V functional and the def2-TZVPD basis.

```
! RIJCOSX wB97M-V def2-TZVPD def2/J DEFGRID3
* xyz 0 1
O -2.062 1.777 -0.339
N -0.960 0.933 0.145
N -0.176 -1.125 -0.187
N 1.740 0.258 -0.071
C -2.629 -1.107 0.153
C 1.141 -0.880 -0.370
C 3.136 0.502 0.135
C -1.207 -0.431 -0.043
H 1.833 -1.795 -0.390
H -2.543 -2.246 0.665
H 3.446 0.803 -0.948
H -3.236 -1.289 -0.869
H -3.098 -0.236 0.768
H 3.153 1.311 0.964
H -0.237 1.407 -0.440
H -1.940 2.686 0.409
H 3.640 -0.568 0.417
*
```

HOMO level, Eh: -0.3255
Structure (SMILES): C/N=C/N=C(/C)NO
ΔE to the lowest compared entry with this formula, charge and spin, eV: 6.2453

---

# 4
This record from the OMol25 dataset describes 15 unconnected molecules or ions with the total composition CH31NO16 in a non-equilibrium geometry. The level of theory is the ωB97M-V functional and the def2-TZVPD basis.

```
! RIJCOSX wB97M-V def2-TZVPD def2/J DEFGRID3
* xyz 0 1
O -2.492 2.981 1.665
O 3.097 2.005 2.777
O -0.707 0.841 -2.215
O -1.402 -2.000 2.919
O -3.672 1.088 -1.965
O 0.068 -3.025 -1.763
O -2.472 0.397 0.332
O -0.576 -4.101 0.925
O -0.052 -1.224 0.746
O 0.635 3.649 1.115
O -1.328 0.566 2.693
O -0.876 3.238 -1.152
O 2.801 -0.722 2.084
O -0.705 -1.493 -3.703
O 3.030 -1.482 -0.368
O 2.759 -1.732 -2.649
N 3.964 0.010 -1.738
C 3.252 -1.081 -1.510
H 3.050 1.102 2.655
H -1.639 3.563 1.560
H 2.394 2.441 2.248
H -3.241 -0.201 0.689
H -1.733 -1.112 2.592
H -2.807 3.131 0.822
H 1.884 -0.539 1.812
H -0.873 0.326 -3.024
H -0.967 -1.163 -2.819
H 3.390 -0.882 1.457
H 0.109 0.550 -1.964
H -0.266 -2.313 -1.109
H -0.825 3.804 -1.992
H 1.306 4.288 0.715
H 0.883 -1.602 0.615
H 3.592 0.559 -2.520
H -1.903 -0.116 -0.083
H -0.998 -1.804 3.726
H 4.336 0.430 -0.786
H -0.129 -1.758 1.615
H 0.262 -1.808 -3.531
H -1.441 2.429 -1.272
H -3.167 0.741 -2.749
H 0.105 -3.680 -1.174
H 2.096 -2.399 -2.150
H -1.722 0.731 1.818
H 0.099 3.386 0.330
H -2.875 1.242 -1.504
H -2.192 0.791 3.109
H -0.467 -3.905 1.819
H -1.585 -4.151 0.907
*
```

HOMO level, Eh: -0.3818
ΔE to the lowest compared entry with this formula, charge and spin, eV: 0.0000

---

# 5
This record from the OMol25 dataset describes a molecular structure, C29H32GeN2O6PdS2. The level of theory is the ωB97M-V functional and the def2-TZVPD basis.

```
! RIJCOSX wB97M-V def2-TZVPD def2/J DEFGRID3
* xyz -2 1
Pd 1.155 0.692 -0.454
Ge 2.506 -2.010 0.739
S 0.345 -1.365 -2.818
S -0.437 2.391 -2.493
O 1.431 -1.961 -1.864
O -0.827 3.096 -3.707
O -0.882 -1.086 -2.152
O 0.283 -2.295 -3.922
O 0.170 3.267 -1.491
O -1.467 1.528 -1.964
N -0.794 2.017 0.909
N -1.073 -1.535 0.766
C 1.645 0.488 4.055
C 3.135 1.941 -4.167
C 1.006 1.434 -3.085
C -1.834 -0.277 2.776
C 1.195 0.089 -3.418
C 1.390 -6.664 0.594
C 2.160 -1.043 -0.890
C 1.359 -2.200 3.458
C 6.732 -2.187 0.185
C 2.052 -3.937 0.703
C 2.008 2.338 -3.485
C 1.011 -1.729 4.722
C -2.603 0.857 2.086
C -1.802 2.149 1.952
C 1.841 -1.339 2.476
C 3.298 0.605 -4.516
C 1.971 0.015 2.792
C 5.023 -1.876 2.339
C 6.397 -1.921 2.544
C 3.012 -4.923 0.936
C 0.748 -4.346 0.409
C 2.689 -6.274 0.885
C 7.257 -2.078 1.466
C 0.422 -5.695 0.356
C 5.357 -2.142 -0.008
C 4.474 -1.989 1.061
C 1.162 -0.385 5.025
C -1.841 -1.593 2.001
C 2.331 -0.300 -4.136
H 4.172 0.271 -5.063
H -1.631 -1.365 -0.061
H -2.503 2.977 1.755
H 4.366 -1.745 3.192
H 1.243 -3.256 3.234
H -0.406 -0.756 0.788
H -1.252 1.800 0.023
H 3.115 -0.879 -1.400
H -1.429 -2.376 2.652
H 1.865 3.377 -3.223
H 2.298 0.702 2.014
H -2.225 -0.444 3.787
H 4.961 -2.224 -1.015
H 4.033 -4.633 1.162
H -2.893 0.543 1.077
H 1.132 -7.716 0.548
H 7.394 -2.303 -0.666
H 3.453 -7.022 1.070
H -0.594 -5.991 0.120
H 6.795 -1.828 3.549
H 0.890 -0.013 6.007
H 1.748 1.545 4.278
H -1.309 2.372 2.907
H 3.888 2.675 -4.435
H -0.788 0.019 2.894
H -3.533 1.065 2.626
H -0.013 -3.590 0.232
H 8.330 -2.110 1.622
H -2.872 -1.891 1.774
H 2.453 -1.351 -4.360
H -0.326 2.899 0.735
H 0.618 -2.414 5.465
*
```

HOMO level (spin up / spin down), Eh: -0.0016 / -0.0016

---

# 6
This record from the OMol25 dataset describes a molecular structure, C14H14Cl3CrIN2O2 in a non-equilibrium geometry. The level of theory is the ωB97M-V functional and the def2-TZVPD basis.

```
! RIJCOSX wB97M-V def2-TZVPD def2/J DEFGRID3
* xyz 0 5
I -1.362 -1.474 2.986
Cr -0.667 -0.412 0.869
Cl 3.674 2.725 -3.438
Cl 4.296 1.585 -0.885
Cl 4.119 -0.158 -3.192
O 1.494 0.880 -0.941
O 1.273 1.051 -3.252
N -1.494 1.072 0.217
N -0.996 -1.281 -0.698
C -2.583 0.442 -0.341
C -2.669 3.036 0.701
C -3.826 2.460 0.170
C 1.780 1.019 -2.141
C 3.890 -0.854 2.411
C 3.770 0.507 2.981
C -3.197 -1.883 -1.197
C 3.434 1.324 -2.388
C -2.325 -0.901 -0.789
C -3.758 1.152 -0.292
C -1.492 2.313 0.763
C -0.524 -2.504 -0.979
C -1.425 -3.497 -1.360
C -2.779 -3.168 -1.482
H -0.554 2.645 1.229
H 3.874 0.659 4.068
H 2.885 -1.265 2.613
H 3.968 -0.779 1.328
H -3.487 -3.920 -1.824
H -4.228 -1.620 -1.318
H -4.741 3.031 0.111
H 0.561 -2.638 -0.857
H 4.474 -1.638 2.928
H -1.077 -4.497 -1.578
H 4.309 1.312 2.481
H 2.692 0.539 2.702
H -2.677 4.055 1.051
H -4.633 0.682 -0.654
*
```

HOMO level (spin up / spin down), Eh: -0.2867 / -0.2876
⟨S²⟩: 6.0283
ΔE to the lowest compared entry with this formula, charge and spin, eV: 1.5823

---

# 7
This record from the OMol25 dataset describes a molecular structure, C35H50FN8O5S4Sr. The level of theory is the ωB97M-V functional and the def2-TZVPD basis.

```
! RIJCOSX wB97M-V def2-TZVPD def2/J DEFGRID3
* xyz 1 1
Sr -0.136 -0.708 0.918
S 1.170 0.172 -3.736
S 2.824 -0.441 -0.511
S 2.620 2.897 0.630
S 0.290 2.643 -1.861
F -3.633 -5.156 -1.105
O 0.711 -6.599 1.701
O 0.379 -2.449 -0.842
O 0.985 -2.900 1.235
O -3.788 -6.885 1.084
O -0.897 -2.343 3.165
N -3.735 -0.592 -3.894
N 1.303 0.273 5.364
N -1.526 -6.747 1.333
N -1.826 1.700 1.497
N 1.022 -0.023 3.210
N -3.054 1.540 1.539
N -1.672 -0.256 -1.978
N -0.204 -5.406 -0.024
C 4.142 0.767 -0.228
C 0.585 4.141 -0.901
C -0.137 3.135 2.443
C -2.543 -5.519 -0.410
C -4.971 0.310 0.979
C 2.525 -0.120 4.870
C -1.793 5.351 2.285
C -1.337 -5.049 -0.724
C -3.484 0.777 -3.306
C 3.174 -0.987 -2.200
C -1.880 -3.377 3.103
C -2.458 -1.385 -4.031
C 0.434 0.311 4.334
C -0.255 -6.274 1.053
C 1.087 1.861 -4.379
C -3.577 0.280 1.100
C -5.631 -0.816 0.518
C 2.332 -0.300 3.537
C 0.820 -3.236 0.039
C 1.264 2.977 -3.350
C 0.322 4.373 2.873
C -2.732 -6.437 0.712
C -3.496 -1.938 0.383
C -2.760 -0.816 0.804
C 2.931 -0.013 -3.349
C 1.041 -4.702 -0.325
C -1.852 -1.520 -2.641
C 1.992 4.306 -0.329
C -4.881 -1.955 0.228
C -2.266 4.114 1.875
C 3.778 2.203 -0.575
C -2.859 0.565 -1.935
C -0.503 5.485 2.786
C -1.429 3.005 1.956
C -1.554 -4.521 4.037
H 3.388 -0.242 5.500
H -4.206 -0.513 -4.796
H 4.217 -1.306 -2.230
H 2.720 4.520 -1.113
H -0.605 0.569 4.453
H -2.436 6.219 2.215
H 1.985 5.175 0.330
H 3.356 0.965 -3.126
H 1.277 -4.828 -1.381
H -0.059 -2.740 2.882
H -5.381 -2.865 -0.086
H -2.828 -2.906 3.359
H -3.270 4.002 1.491
H 0.318 5.027 -1.482
H 1.327 4.464 3.267
H -0.901 -2.050 -2.689
H 5.022 0.458 -0.797
H -6.710 -0.823 0.423
H -3.603 0.097 -1.283
H -1.502 -4.176 5.070
H -2.822 1.291 -4.003
H -2.974 -2.867 0.153
H 4.683 2.813 -0.615
H 2.561 -1.883 -2.327
H 0.103 1.938 -4.845
H 2.319 3.102 -3.111
H -0.593 -4.975 3.780
H -2.322 -5.295 3.971
H -5.509 1.210 1.249
H -1.579 -7.384 2.118
H -0.846 0.247 -2.274
H 1.816 1.982 -5.182
H -0.147 6.455 3.108
H -0.130 4.073 -0.078
H 1.822 -5.130 0.296
H 3.297 2.223 -1.547
H -4.444 1.288 -3.260
H 3.436 -0.394 -4.238
H -1.186 -4.348 -1.533
H 3.039 -0.641 2.799
H -2.717 -2.342 -4.483
H 0.500 2.264 2.487
H -1.821 -0.818 -4.710
H 1.084 0.478 6.324
H -4.369 -1.098 -3.266
H -2.529 -2.133 -2.029
H -1.978 -3.734 2.070
H 4.419 0.680 0.825
H 0.930 3.914 -3.801
H -2.621 1.533 -1.493
*
```

HOMO level, Eh: -0.3521
ΔE to the lowest compared entry with this formula, charge and spin, eV: 0.0000

---

# 8
This record from the OMol25 dataset describes a gas-phase ion, C2H3ClN3S (charge +1) in a non-equilibrium geometry. The level of theory is the ωB97M-V functional and the def2-TZVPD basis.

```
! RIJCOSX wB97M-V def2-TZVPD def2/J DEFGRID3
* xyz 1 1
Cl 1.563 1.418 -1.436
S 2.358 -0.281 1.347
N -0.054 -0.748 1.370
N -0.017 -0.003 0.162
N 0.991 -0.940 1.901
C 1.135 0.340 -0.229
C -1.256 0.036 -0.589
H -2.129 0.226 -0.025
H -1.444 0.903 -1.295
H -1.147 -0.952 -1.207
*
```

HOMO level, Eh: -0.5782
ΔE to the lowest compared entry with this formula, charge and spin, eV: 1.4231